Entry 1:
C6H8 as an isolated structure at a distorted geometry. Source: the OMol25 dataset; level of theory: ωB97M-V/def2-TZVPD.

The orbital gap comes out at 8.88 eV. As for the HOMO energy: -0.29178 Ha. The LUMO energy is 0.937 eV.

Geometry as ORCA input:
```
! RIJCOSX wB97M-V def2-TZVPD def2/J DEFGRID3
* xyz 0 1
C 1.09 1.77 0.14
C -0.79 0.33 0.14
C 1.83 0.67 0.04
C 1.36 -0.83 0.10
C -0.13 -0.82 0.17
C -2.21 0.78 -0.02
H 1.35 1.06 -1.00
H 3.02 0.87 -0.05
H 1.53 -1.44 -0.85
H 1.72 -1.22 1.06
H -0.38 -1.90 0.26
H -2.31 1.78 -0.18
H -2.89 0.72 0.77
H -2.79 0.33 -0.76
*
```

---

Entry 2:
C15H19N3O2SiY as an isolated structure at a distorted geometry. Source: the OMol25 dataset; level of theory: ωB97M-V/def2-TZVPD.

The orbital gap comes out at 6.86 eV. As for the HOMO energy: -0.39706 Ha. The LUMO energy is -3.945 eV.

Geometry as ORCA input:
```
! RIJCOSX wB97M-V def2-TZVPD def2/J DEFGRID3
* xyz 1 1
Y -7.73 -0.70 13.70
O -9.32 -4.21 15.51
C -8.76 -3.16 15.20
O -8.36 -2.76 14.01
C -8.49 -2.12 16.29
C -8.92 -2.46 17.62
C -8.59 -1.57 18.67
C -7.98 -0.37 18.33
C -7.76 -0.06 17.03
N -7.96 -0.91 16.00
H -9.42 -3.42 17.67
H -8.64 -1.85 19.73
H -7.69 0.35 19.11
H -7.46 0.91 16.65
C -4.32 1.32 14.46
C -4.68 1.04 13.07
C -3.87 1.62 12.08
C -4.17 1.43 10.71
C -5.32 0.69 10.44
C -6.08 0.01 11.48
N -5.75 0.24 12.77
N -7.15 -0.80 11.30
Si -8.71 -0.62 10.56
C -9.64 -2.21 10.17
C -8.49 0.25 8.98
C -9.49 0.32 12.14
H -3.31 1.56 14.68
H -4.60 0.45 15.12
H -4.96 2.13 14.88
H -3.04 2.20 12.40
H -3.58 1.82 9.89
H -5.59 0.52 9.39
H -9.56 -2.39 9.16
H -10.69 -1.97 10.44
H -9.24 -3.05 10.72
H -7.55 -0.18 8.51
H -8.28 1.34 9.10
H -9.39 0.09 8.40
H -9.71 -0.40 12.95
H -10.46 0.86 11.86
H -8.77 1.12 12.55
*
```

---

Entry 3:
A 6-piece molecular cluster, C24H46FIO13S5 overall at a distorted geometry. Source: the OMol25 dataset; level of theory: ωB97M-V/def2-TZVPD.

The orbital gap comes out at 8.35 eV. As for the HOMO energy: -0.36008 Ha. The SMILES is O=S1(=O)CCCC1.O=S1(=O)CCCC1.O=S1(=O)CCCC1.O=S1(=O)CCCC1.O=S1(=O)CCCC1.O=C(OI)OCCCF. The LUMO energy is -1.448 eV.

Geometry as ORCA input:
```
! RIJCOSX wB97M-V def2-TZVPD def2/J DEFGRID3
* xyz 0 1
O 9.29 -4.09 -3.16
C 9.34 -2.76 -2.90
O 10.13 -2.35 -1.74
I 10.32 -0.34 -1.59
O 8.63 -1.88 -3.84
C 7.30 -1.49 -3.36
C 6.39 -2.71 -2.74
C 4.90 -2.11 -2.29
F 4.90 -1.78 -0.81
H 6.70 -1.09 -4.31
H 7.35 -0.54 -2.63
H 6.27 -3.56 -3.56
H 6.82 -3.21 -1.77
H 4.59 -1.15 -2.91
H 4.12 -3.01 -2.40
C 2.50 0.20 1.18
C 1.67 1.46 1.45
C 2.26 2.59 0.61
S 3.01 1.82 -0.81
O 4.44 2.03 -0.75
O 2.23 2.14 -1.99
C 2.66 0.14 -0.33
H 2.02 -0.70 1.57
H 3.48 0.30 1.66
H 0.63 1.28 1.15
H 1.67 1.71 2.52
H 1.49 3.29 0.28
H 3.04 3.13 1.16
H 3.48 -0.52 -0.65
H 1.73 -0.16 -0.81
C 2.71 -5.21 3.87
C 1.81 -6.08 3.00
C 0.72 -5.18 2.42
S 1.43 -3.54 2.32
O 0.72 -2.67 3.24
O 1.64 -3.20 0.93
C 3.00 -3.97 3.05
H 3.63 -5.73 4.15
H 2.18 -4.94 4.79
H 2.40 -6.52 2.18
H 1.37 -6.91 3.57
H 0.42 -5.50 1.42
H -0.15 -5.13 3.08
H 3.38 -3.13 3.65
H 3.70 -4.19 2.24
C -4.01 3.27 2.66
C -3.40 3.41 4.05
C -2.00 2.79 4.00
S -1.44 2.96 2.32
O -1.31 1.63 1.74
O -0.37 3.93 2.27
C -2.93 3.70 1.68
H -4.92 3.87 2.55
H -4.28 2.22 2.48
H -3.32 4.47 4.31
H -4.02 2.93 4.82
H -1.31 3.31 4.67
H -2.03 1.72 4.25
H -3.11 3.37 0.66
H -2.80 4.79 1.71
C -0.47 1.50 -5.28
C 0.37 0.62 -4.35
C -0.45 0.40 -3.07
S -2.17 0.51 -3.55
O -2.75 1.67 -2.92
O -2.77 -0.81 -3.47
C -1.87 0.89 -5.27
H -0.05 1.53 -6.29
H -0.50 2.52 -4.89
H 0.57 -0.34 -4.83
H 1.33 1.08 -4.12
H -0.25 -0.58 -2.64
H -0.25 1.18 -2.33
H -2.63 1.58 -5.64
H -1.90 -0.04 -5.83
C -7.83 0.61 -0.05
C -8.22 0.70 1.43
C -7.58 1.96 2.00
S -7.41 3.10 0.63
O -6.00 3.31 0.38
O -8.34 4.20 0.81
C -8.05 2.00 -0.62
H -8.42 -0.14 -0.58
H -6.77 0.34 -0.13
H -9.31 0.77 1.51
H -7.91 -0.19 1.98
H -8.20 2.41 2.77
H -6.58 1.76 2.39
H -7.53 2.17 -1.56
H -9.12 2.21 -0.73
*
```

---

Entry 4:
A 7-piece molecular cluster, C10H32NO8S overall at a distorted geometry. Source: the OMol25 dataset; level of theory: ωB97M-V/def2-TZVPD.

The orbital gap comes out at 8.58 eV. As for the HOMO energy: -0.46199 Ha. The LUMO energy is -3.993 eV.

Geometry as ORCA input:
```
! RIJCOSX wB97M-V def2-TZVPD def2/J DEFGRID3
* xyz 1 1
C -2.30 1.68 -1.62
O -1.90 2.60 -2.60
C -0.65 3.24 -2.36
C 0.48 2.73 -3.28
C 0.38 1.26 -3.70
C 1.12 0.31 -2.75
C 0.33 -0.98 -2.48
C 0.96 -1.78 -1.31
C 0.44 -1.38 0.02
N -0.80 -1.39 0.38
O -1.83 -1.85 -0.41
C -1.15 -1.06 1.77
C 0.05 -0.27 2.31
S 1.46 -0.87 1.32
H -1.43 1.17 -1.17
H -2.94 0.93 -2.09
H -2.86 2.17 -0.82
H -0.80 4.30 -2.53
H -0.38 3.13 -1.30
H 1.42 2.90 -2.74
H 0.53 3.38 -4.14
H 0.80 1.18 -4.70
H -0.67 0.97 -3.79
H 2.11 0.06 -3.13
H 1.25 0.82 -1.78
H -0.69 -0.71 -2.23
H 0.31 -1.61 -3.36
H 0.84 -2.86 -1.44
H 2.04 -1.58 -1.32
H -2.19 -1.07 -0.88
H -2.09 -0.53 1.82
H -1.18 -2.00 2.32
H -0.07 0.80 2.19
H 0.22 -0.53 3.35
O -2.40 -0.89 4.69
H -3.25 -0.45 4.68
H -2.59 -1.80 4.42
O 0.09 -0.65 6.21
H -0.73 -0.78 5.72
H 0.16 0.30 6.34
O 0.71 5.60 -5.09
H 0.00 5.28 -5.65
H 0.65 6.56 -5.15
O -0.93 -4.87 1.58
H -1.19 -4.07 1.13
H -1.77 -5.25 1.88
O 2.91 -1.97 7.23
H 2.46 -2.50 7.89
H 2.23 -1.34 6.93
O 4.26 -2.38 -0.41
H 3.52 -1.98 0.05
H 5.05 -2.01 -0.01
*
```

---

Entry 5:
A 13-piece molecular cluster, C47H124N4O21 overall at a distorted geometry. Source: the OMol25 dataset; level of theory: ωB97M-V/def2-TZVPD.

The orbital gap comes out at 9.00 eV. As for the HOMO energy: -0.31612 Ha. The LUMO energy is 0.397 eV.

Geometry as ORCA input:
```
! RIJCOSX wB97M-V def2-TZVPD def2/J DEFGRID3
* xyz 0 1
C 3.00 6.24 -2.47
C 3.75 5.79 -1.24
O 5.00 5.20 -1.65
O 3.58 7.32 -3.14
H 1.99 6.46 -2.10
H 2.87 5.36 -3.11
H 3.21 5.08 -0.60
H 4.00 6.64 -0.59
H 5.66 5.36 -0.98
H 4.46 7.04 -3.41
C 4.76 1.48 3.58
C 3.68 0.68 4.27
O 2.47 1.44 4.28
O 4.39 1.85 2.27
H 5.73 1.00 3.57
H 4.94 2.36 4.22
H 3.94 0.38 5.29
H 3.52 -0.27 3.74
H 1.75 0.84 4.49
H 3.49 2.24 2.29
C 5.95 -3.30 1.74
C 4.83 -2.93 2.68
O 5.19 -3.28 4.03
O 5.74 -2.88 0.41
H 6.08 -4.39 1.75
H 6.89 -2.87 2.11
H 3.94 -3.52 2.49
H 4.65 -1.85 2.64
H 5.87 -2.67 4.33
H 5.58 -1.92 0.36
C 1.12 3.94 1.60
C 1.56 4.61 2.89
O 1.06 3.95 4.03
O 1.89 2.75 1.42
H 1.25 4.58 0.72
H 0.05 3.72 1.70
H 1.12 5.61 2.89
H 2.64 4.70 2.99
H 1.60 3.16 4.18
H 1.83 2.49 0.49
C -2.35 -2.52 -3.14
O -3.20 -1.73 -2.34
C -3.72 -2.44 -1.24
C -4.41 -1.43 -0.34
N -5.63 -0.91 -0.96
C -6.28 0.10 -0.14
C -7.35 0.85 -0.92
O -6.74 1.24 -2.14
C -7.48 2.17 -2.89
H -2.84 -3.38 -3.61
H -1.46 -2.86 -2.59
H -1.96 -1.89 -3.94
H -2.92 -2.88 -0.62
H -4.36 -3.27 -1.55
H -3.70 -0.61 -0.14
H -4.72 -1.90 0.60
H -5.30 -0.44 -1.80
H -5.55 0.84 0.22
H -6.71 -0.39 0.73
H -7.59 1.74 -0.31
H -8.25 0.29 -1.18
H -7.49 3.16 -2.42
H -8.51 1.81 -3.03
H -7.02 2.24 -3.88
C -2.44 -5.38 7.17
O -1.69 -4.89 6.09
C -0.78 -3.86 6.48
C 0.15 -3.59 5.32
N 0.89 -4.78 4.89
C 1.28 -4.70 3.49
C 2.03 -5.98 3.13
O 1.12 -7.06 3.21
C 1.66 -8.25 2.71
H -1.88 -6.12 7.76
H -3.32 -5.89 6.78
H -2.78 -4.57 7.83
H -0.27 -4.16 7.40
H -1.40 -2.97 6.67
H 0.90 -2.86 5.61
H -0.49 -3.21 4.52
H 0.26 -5.57 4.99
H 2.01 -3.89 3.40
H 0.42 -4.60 2.81
H 2.86 -6.11 3.82
H 2.47 -5.89 2.13
H 0.94 -9.05 2.84
H 2.61 -8.56 3.15
H 1.84 -8.11 1.63
C 1.31 -1.88 -3.92
O 0.68 -0.87 -4.67
C 0.42 -1.30 -5.99
C -0.34 -0.19 -6.69
N -1.63 -0.03 -6.05
C -2.33 1.16 -6.53
C -3.42 1.57 -5.56
O -2.88 1.68 -4.25
C -3.91 1.91 -3.32
H 0.72 -2.80 -3.95
H 1.49 -1.55 -2.90
H 2.30 -2.13 -4.32
H -0.15 -2.24 -6.00
H 1.39 -1.45 -6.47
H -0.46 -0.39 -7.75
H 0.22 0.75 -6.60
H -1.57 0.11 -5.05
H -2.82 0.99 -7.49
H -1.65 2.01 -6.71
H -4.22 0.82 -5.53
H -3.78 2.55 -5.90
H -3.53 2.12 -2.32
H -4.52 1.00 -3.28
H -4.59 2.70 -3.64
C 2.48 -1.14 0.98
O 1.28 -1.11 1.73
C 0.22 -1.80 1.11
C -0.31 -1.06 -0.12
N -0.44 0.38 0.15
C -0.78 1.10 -1.07
C 0.43 1.32 -1.98
O 1.36 2.08 -1.24
C 2.34 2.64 -2.09
H 2.90 -2.15 1.00
H 3.21 -0.44 1.37
H 2.29 -0.87 -0.06
H -0.57 -1.82 1.88
H 0.42 -2.85 0.90
H -1.32 -1.43 -0.33
H 0.34 -1.21 -0.98
H 0.41 0.75 0.56
H -1.20 2.08 -0.83
H -1.58 0.58 -1.61
H 0.05 1.89 -2.84
H 0.87 0.43 -2.42
H 1.90 3.34 -2.82
H 2.78 1.87 -2.74
H 3.14 3.17 -1.57
C -0.70 5.41 -1.84
C -0.44 5.64 -3.33
C -1.46 4.87 -4.15
O -0.52 6.98 -3.74
H -1.77 5.33 -1.68
H -0.43 6.28 -1.24
H -0.14 4.59 -1.39
H 0.56 5.23 -3.55
H -1.46 3.79 -3.97
H -1.27 4.95 -5.22
H -2.47 5.25 -3.98
H 0.15 7.51 -3.30
C -4.92 4.15 -0.22
C -3.72 3.49 0.44
C -2.79 4.49 1.12
O -4.24 2.59 1.39
H -5.44 4.82 0.47
H -5.62 3.35 -0.49
H -4.70 4.77 -1.09
H -3.13 2.97 -0.34
H -1.96 3.99 1.63
H -3.32 5.07 1.88
H -2.43 5.19 0.37
H -3.50 2.05 1.75
C 1.16 -5.06 -1.26
C -0.22 -5.69 -1.16
C -0.20 -7.07 -0.49
O -1.09 -4.80 -0.44
H 1.79 -5.81 -1.75
H 1.58 -4.98 -0.26
H 1.11 -4.11 -1.79
H -0.69 -5.81 -2.15
H 0.47 -7.08 0.36
H 0.09 -7.82 -1.23
H -1.20 -7.35 -0.18
H -1.95 -5.23 -0.37
C 5.86 1.37 -1.18
C 6.43 0.40 -0.15
C 7.44 1.08 0.76
O 5.37 -0.16 0.62
H 5.50 2.30 -0.72
H 5.08 0.86 -1.74
H 6.62 1.63 -1.92
H 6.93 -0.38 -0.72
H 7.84 0.44 1.56
H 7.02 1.95 1.27
H 8.35 1.34 0.21
H 4.97 0.54 1.17
C -2.06 -0.70 4.21
C -2.79 -0.35 2.93
C -4.28 -0.16 3.17
O -2.27 0.87 2.36
H -0.98 -0.71 4.04
H -2.32 -1.70 4.54
H -2.29 0.01 5.00
H -2.67 -1.15 2.18
H -4.52 0.77 3.68
H -4.76 -1.06 3.55
H -4.82 -0.11 2.22
H -1.68 0.56 1.63
*
```

---

Entry 6:
The molecule C3H5FN2OS at a distorted geometry. Source: the OMol25 dataset; level of theory: ωB97M-V/def2-TZVPD.

The orbital gap comes out at 9.52 eV. As for the HOMO energy: -0.33126 Ha. The SMILES is FCC1=NOCSN1. The LUMO energy is 0.502 eV.

Geometry as ORCA input:
```
! RIJCOSX wB97M-V def2-TZVPD def2/J DEFGRID3
* xyz 0 1
C -1.92 0.42 0.76
C -0.66 -0.14 0.18
C 1.96 -0.70 -0.48
H -2.53 0.35 -0.16
H -2.08 -0.13 1.65
H 2.17 0.01 0.26
H 2.88 -1.14 -0.94
H -0.15 1.56 -0.48
N -0.10 -1.28 0.64
N -0.32 0.57 -1.04
O 1.11 -1.72 0.02
F -1.66 1.82 1.24
S 1.31 0.38 -1.64
*
```

---

Entry 7:
C8H19N8O4PPtS as an isolated structure. Source: the OMol25 dataset; level of theory: ωB97M-V/def2-TZVPD.

The orbital gap comes out at 6.98 eV. As for the HOMO energy: -0.48116 Ha. The LUMO energy is -6.117 eV.

Geometry as ORCA input:
```
! RIJCOSX wB97M-V def2-TZVPD def2/J DEFGRID3
* xyz 2 1
Pt -0.10 -0.38 0.41
N -2.48 0.57 -1.83
N -1.66 0.29 -2.91
C -0.61 -0.52 -2.85
N 0.00 -0.82 -3.98
N -0.22 -0.98 -1.62
N 0.63 -2.03 -1.58
O 0.96 -2.31 -0.40
O 1.04 -2.66 -2.53
H -3.36 0.07 -1.92
H -2.65 1.57 -1.77
H -1.89 0.68 -3.82
H -0.36 -0.48 -4.86
H 0.76 -1.48 -3.99
S -1.71 1.12 0.99
C -0.93 0.99 2.55
C -1.14 1.58 3.79
C -0.28 1.22 4.81
C 0.75 0.30 4.59
C 0.90 -0.24 3.33
N 0.06 0.10 2.35
H -1.94 2.28 3.93
H -0.41 1.64 5.80
H 1.41 0.01 5.39
H 1.66 -0.96 3.09
N 3.45 -3.75 -0.32
C 3.71 -2.79 0.80
P 3.82 -1.12 -0.02
O 4.20 -1.48 -1.41
O 2.66 -0.22 0.30
C 5.22 -0.25 0.82
N 4.91 1.21 0.59
H 3.96 -3.38 -1.14
H 2.45 -3.71 -0.56
H 3.71 -4.71 -0.10
H 4.66 -3.06 1.26
H 2.91 -2.89 1.54
H 6.20 -0.48 0.41
H 5.22 -0.41 1.90
H 3.88 1.28 0.64
H 5.20 1.50 -0.34
H 5.36 1.82 1.28
*
```

---

Entry 8:
A 2-piece molecular cluster, HN2O4S overall at a distorted geometry. Source: the OMol25 dataset; level of theory: ωB97M-V/def2-TZVPD.

The orbital gap comes out at 9.04 eV. As for the HOMO energy: -0.18572 Ha. The LUMO energy is 3.987 eV.

Geometry as ORCA input:
```
! RIJCOSX wB97M-V def2-TZVPD def2/J DEFGRID3
* xyz -1 1
N 2.66 -0.96 -1.36
N 2.89 -1.23 -2.38
O -1.77 0.81 -0.52
O 2.36 -0.57 -0.31
O -0.50 -1.27 -1.16
O 0.25 1.01 -1.90
S -0.50 0.24 -0.95
H 0.45 0.45 0.21
*
```

---

Question: The highest orbital gap belongs to which entry?
Answer: C3H5FN2OS

---

Question: Number 2 is which compound?
Answer: C15H19N3O2SiY